ORCA calculation (wB97M-V/def2-TZVPD) on one molecule with the formula C5H8O.

Each line ends with the natural charge from an NBO analysis.
CARTESIAN COORDINATES (ANGSTROEM)
C 0.6740 0.4341 -1.2706  -0.072
C -0.2854 -0.7305 -0.9711  -0.429
C -0.4664 -0.6884 0.5329  -0.258
C -0.7572 0.6109 1.2511  -0.460
C 0.6580 0.1788 1.0220  0.088
O 1.3600 0.7273 -0.0595  -0.510
H 0.1202 1.3179 -1.6183  0.165
H 1.4354 0.1835 -2.0205  0.189
H -1.2152 -0.6603 -1.5434  0.214
H 0.1964 -1.6809 -1.2173  0.210
H -0.7639 -1.6117 1.0259  0.224
H -1.1575 1.4913 0.7538  0.218
H -1.1209 0.4661 2.2645  0.220
H 1.3226 -0.0380 1.8505  0.201

Cartesian forces (eV/Å) of the 3 atoms listed first:
-0.157 0.005 -0.223
-0.011 -0.029 -0.079
0.191 -0.186 -0.011

Computed properties:
- Energy relative to the best compared isomer or geometry (same formula, charge and spin): 139.9 kJ/mol
- LUMO energy: 1.1 eV
- Energy: -7360.805 eV
- HOMO: -9.08 eV

ORCA calculation (wB97M-V/def2-TZVPD) on C10H18CaF6N7O5S2SbSe4 as an isolated structure.

Each line ends with the natural charge from an NBO analysis.
CARTESIAN COORDINATES (ANGSTROEM)
Ca 2.6614 0.2760 0.8224  1.713
Se 6.5566 2.5265 3.5629  -0.811
Sb 4.5461 2.9656 2.2860  1.047
Se 4.8169 1.9622 -0.0439  -1.033
Se 2.6174 1.6881 3.3446  -1.029
Se 3.9213 5.3233 1.9837  -0.895
C -1.8932 -0.7786 -2.0189  -0.079
N -1.3186 0.3134 -1.2494  -0.455
C -1.8932 1.5712 -1.7069  -0.079
N -3.3619 1.5894 -1.5700  -0.478
C -3.8955 0.4574 -2.3315  -0.077
N -3.3620 -0.8340 -1.8914  -0.478
C -3.6730 -0.9848 -0.4643  -0.078
N -3.1329 0.1034 0.3519  -0.475
C -1.6721 0.1387 0.1570  -0.080
C -3.6760 1.3647 -0.1542  -0.079
H -1.4688 -1.7222 -1.6710  0.211
H -1.6383 -0.6480 -3.0737  0.188
H -1.6369 1.7239 -2.7581  0.189
H -1.4707 2.3880 -1.1180  0.212
H -3.6489 0.5970 -3.3873  0.188
H -4.9845 0.4437 -2.2252  0.181
H -3.2544 -1.9306 -0.1130  0.199
H -4.7603 -1.0128 -0.3428  0.180
H -1.2364 -0.7925 0.5209  0.201
H -1.2564 0.9698 0.7278  0.216
H -3.2592 2.1862 0.4319  0.202
H -4.7636 1.3574 -0.0327  0.179
C 0.1681 4.5949 1.8428  -0.441
N 0.1636 3.2429 1.2939  -0.640
C 1.0496 2.8674 0.3322  0.828
N 1.7526 3.8184 -0.3214  -0.864
O 1.1417 1.6545 0.0209  -0.829
H -0.6018 4.6447 2.6112  0.195
H -0.0800 5.3107 1.0576  0.191
H 1.1327 4.8609 2.2829  0.250
H 0.1258 2.5227 2.0064  0.419
H 2.0996 4.5877 0.2581  0.434
H 2.5277 3.3969 -0.8270  0.429
F 0.3908 -4.7558 1.5271  -0.309
C 0.1074 -3.4892 1.2419  0.729
F -0.8119 -3.4513 0.2804  -0.308
F -0.4079 -2.9175 2.3312  -0.310
S 1.6410 -2.5487 0.7229  2.240
O 1.1566 -1.5537 -0.2081  -0.977
O 2.1708 -1.9584 1.9259  -0.959
N 2.6326 -3.5745 0.1527  -1.240
S 2.4962 -4.4072 -1.1768  2.272
O 1.1394 -4.6121 -1.5915  -0.940
O 3.4849 -4.0556 -2.1435  -0.911
C 3.0584 -6.0366 -0.5224  0.711
F 2.3181 -6.4501 0.5044  -0.315
F 4.3296 -5.9902 -0.1333  -0.311
F 2.9518 -6.9428 -1.5053  -0.324

Cartesian forces (eV/Å) of the 3 atoms listed first:
0.339 0.464 0.398
-0.029 0.064 0.002
0.101 -0.055 -0.026

Computed properties:
- Energy relative to the best compared isomer or geometry (same formula, charge and spin): 40.8 kJ/mol
- Charge: -2
- LUMO energy: 4.0 eV
- Energy: -355675.473 eV
- HOMO: -1.72 eV